No. 1
Here is the ion C3H7OS with charge -1 at a distorted geometry from OMol25. Energies are from the ωB97M-V functional and the def2-TZVPD basis.

Values from the calculation:
2S+1 = 1
Total charge = -1
ΔE to the lowest compared entry with this formula, charge and spin = 1.740 eV

The geometry in XYZ format:
```
12
Properties=species:S:1:pos:R:3:forces:R:3
C 0.847 0.269 0.259 -0.3 1.0 -0.5
H -1.513 -0.778 -0.584 0.0 -0.1 -0.4
H -0.752 -0.275 1.682 0.1 0.2 -0.2
H 0.553 -1.446 1.501 0.0 0.1 -0.1
C -0.801 -1.555 -0.169 0.4 -0.2 -0.6
H -1.494 -2.389 0.149 0.2 0.7 0.9
O 0.109 -2.082 -1.011 -0.2 0.3 -0.3
S 0.028 1.943 -0.051 -0.4 -0.4 0.0
H -1.301 1.620 -0.173 0.9 -0.2 0.0
C -0.063 -0.721 0.946 -0.3 -1.2 0.7
H 1.757 0.615 0.762 -0.3 -0.3 0.4
H 1.172 -0.179 -0.686 -0.4 0.0 0.0
```
Forces are in eV/Å.

Mulliken population analysis, charges in e, atoms 1 to 4:
1. C -0.481
2. H 0.028
3. H 0.333
4. H 0.302

=====

No. 2
Here is a cluster of 7 separate species, C13H31FN6O14 in total from OMol25. Energies are from the ωB97M-V functional and the def2-TZVPD basis.

Values from the calculation:
2S+1 = 1
Total charge = 0

The geometry in XYZ format:
```
65
Properties=species:S:1:pos:R:3:forces:R:3
H -6.134 -2.675 1.183 0.0 0.0 0.0
H 4.224 1.559 0.433 0.0 -0.1 0.0
H -0.883 0.426 1.156 -0.1 -0.1 0.0
O 0.879 2.027 2.644 -0.1 0.0 -0.1
H 8.360 2.961 4.362 0.0 0.0 0.0
H 2.835 -3.415 -1.910 0.0 0.0 0.0
C 3.486 -0.513 0.482 0.2 0.1 0.0
C 0.657 0.414 4.295 -0.1 0.0 -0.1
H -6.148 -1.482 2.527 0.0 0.0 0.0
C -2.720 0.861 0.098 -0.1 -0.2 0.0
O 1.036 -0.371 0.209 -0.4 0.5 -0.4
H 7.550 4.079 3.212 0.0 0.0 0.0
O -5.950 0.479 0.870 -0.1 0.1 0.0
H 4.871 0.595 1.748 0.0 0.0 -0.2
H 0.351 0.714 5.293 0.0 0.0 0.0
O 2.968 -3.286 -4.901 0.0 0.0 -0.1
H -2.269 1.466 -0.695 0.0 -0.1 0.1
H -4.687 -1.656 1.524 0.0 0.0 0.0
H 3.092 -0.820 1.454 -0.1 0.0 -0.1
C 7.909 3.071 3.381 0.0 0.1 0.0
H 8.605 2.755 2.610 0.0 0.0 0.0
C -7.574 2.607 -0.896 0.0 -0.1 0.0
N -6.278 -0.662 0.616 0.1 0.0 0.0
C -1.708 -0.103 0.676 -0.1 0.0 -0.1
H -0.191 0.145 3.677 0.0 0.0 0.0
N 3.297 -2.794 -3.844 -0.1 0.0 0.2
C 3.538 -3.703 -2.689 0.0 -0.1 0.0
O -8.765 3.361 -2.739 0.0 0.0 0.0
O -7.713 4.814 -1.549 0.0 0.1 0.0
N -1.198 -1.423 -5.009 0.0 0.0 0.1
O -2.156 -0.878 -4.494 0.0 0.0 0.0
O 0.812 -2.303 -0.889 -0.1 0.1 -0.4
H 1.386 -0.389 4.351 0.0 0.0 0.0
N 6.742 2.148 3.327 0.0 0.0 0.0
C -1.183 -1.114 -0.345 -0.1 0.0 0.3
H 0.711 -2.247 -4.674 0.0 0.0 -0.1
H -7.955 1.655 -1.244 0.0 0.0 0.0
H 2.324 1.030 -0.514 -0.1 -0.1 0.2
H 0.276 -0.840 -3.653 0.0 0.0 0.0
H -0.468 -2.429 -3.336 0.0 0.1 0.1
C -5.772 -1.717 1.536 0.0 -0.1 0.0
O 6.972 0.968 3.498 0.0 -0.1 0.0
N -8.060 3.680 -1.806 0.0 0.0 0.0
H 2.369 -0.518 -1.379 -0.1 0.1 0.1
H -3.122 1.524 0.865 0.1 -0.1 0.0
N 1.341 1.584 3.675 0.0 -0.1 0.0
H -1.494 -0.830 -1.359 0.2 0.0 0.1
C 2.313 -0.056 -0.389 0.6 -0.1 -0.1
C 0.311 -1.328 -0.378 0.3 -0.6 0.2
H 5.476 0.337 0.112 -0.1 0.1 0.0
C -0.073 -1.766 -4.100 0.2 -0.1 0.0
H -7.935 2.844 0.100 0.0 0.0 0.0
H 3.945 -1.400 0.033 -0.2 0.0 0.1
C 4.579 0.559 0.695 -0.1 -0.2 0.2
O 5.649 2.624 3.118 0.0 0.0 0.0
O -6.964 -0.995 -0.324 -0.1 0.0 0.0
H -3.553 0.292 -0.333 0.1 0.2 0.0
H 3.380 -4.721 -3.022 0.0 0.0 0.0
F -2.364 -0.849 1.696 0.2 0.1 0.0
H -1.633 -2.091 -0.145 0.0 0.1 -0.1
H -6.490 2.629 -0.913 0.0 0.0 0.0
O 3.417 -1.604 -3.635 0.0 0.1 0.0
O 2.318 2.011 4.246 0.0 0.0 0.0
O -1.100 -1.702 -6.181 0.0 0.0 -0.1
H 4.560 -3.539 -2.359 0.0 0.0 0.0
```
Forces are in eV/Å.

Mulliken population analysis, charges in e, atoms 1 to 4:
1. H 0.306
2. H 0.365
3. H 0.018
4. O -0.516

=====

No. 3
Here is a cluster of 4 separate species, C22H56BFNO18P3S in total at a distorted geometry from OMol25. Energies are from the ωB97M-V functional and the def2-TZVPD basis.

Values from the calculation:
2S+1 = 1
Total charge = 0
ΔE to the lowest compared entry with this formula, charge and spin = 0.000 eV

The geometry in XYZ format:
```
103
Properties=species:S:1:pos:R:3:forces:R:3
N 1.587 5.091 -3.838 0.8 -0.3 0.9
O 2.536 6.579 -6.462 0.0 0.1 -0.1
H -8.254 1.740 -0.875 0.1 -0.1 0.0
H 2.523 -5.073 9.075 0.0 -0.1 0.0
C 2.494 -0.620 -3.858 -0.2 -0.1 -0.1
C 3.334 -1.213 4.829 0.1 0.2 0.1
C -0.544 -5.012 8.140 0.1 -0.1 -0.1
H -6.472 -1.101 -0.915 0.0 0.2 0.0
H 4.559 -2.930 4.447 0.0 -0.1 0.2
H -1.549 -5.097 8.555 0.0 0.1 0.0
H 1.890 -1.423 2.157 0.3 -0.1 0.0
H -2.966 5.548 -1.435 0.1 -0.2 -0.1
H 1.082 -3.484 0.981 0.0 0.0 0.1
H -2.335 -0.846 -2.672 0.0 0.0 0.0
H -6.116 -0.835 -3.376 0.0 0.0 0.0
O 3.051 -3.463 -1.127 0.4 0.2 0.5
C 2.783 -0.071 -2.477 0.1 0.0 -0.3
H -8.423 3.746 -2.497 0.0 0.0 0.0
H 1.584 -0.473 0.726 0.2 0.0 -0.2
F 3.022 3.811 -2.103 -0.1 0.2 -0.1
H 2.150 7.095 -7.180 0.1 0.0 0.0
H -2.640 4.918 -4.579 -0.4 0.0 -0.2
O 2.508 -1.049 -1.468 0.0 -0.1 0.4
C -0.686 5.077 -3.594 -0.3 0.3 -0.7
H 4.543 -4.071 1.156 0.0 0.0 0.0
H -2.643 2.167 -3.168 0.0 0.0 0.0
S 2.270 3.629 -3.459 -0.6 -1.6 -2.0
O 4.791 -1.804 -1.778 1.8 0.0 2.3
C -7.406 2.195 -1.390 -0.1 0.2 -0.3
C 0.801 -2.477 0.675 0.1 -0.2 -0.4
H 4.461 -5.814 0.866 0.0 0.0 -0.1
H -1.187 5.757 -1.202 -0.2 -0.1 0.2
C 3.835 -4.620 -0.819 0.2 -0.3 0.0
H -7.031 3.052 -3.345 0.1 0.1 0.1
H -1.555 7.001 -3.650 -0.2 0.1 0.2
P 1.589 -4.066 5.866 3.4 3.9 1.9
H 2.359 -0.968 5.252 -0.1 -0.2 -0.1
H 2.133 0.777 -2.280 -0.1 -0.1 0.2
H -6.106 -2.536 -2.915 0.0 0.0 0.2
H -0.971 0.271 -2.862 0.0 0.1 0.0
C 3.302 -5.679 7.153 0.6 -0.5 0.3
H -0.962 -3.344 6.830 0.1 0.0 0.0
O -2.975 5.518 -3.905 0.2 0.2 0.1
O 2.089 -5.474 6.406 -1.8 -0.6 -1.2
H 3.312 -6.748 7.373 -0.2 0.0 -0.1
O 3.193 3.356 -4.500 1.0 0.7 0.5
H -0.449 -5.736 7.328 -0.1 0.0 0.0
H 2.893 0.040 -4.628 0.0 0.0 0.0
O -4.883 2.862 -1.916 2.4 0.9 3.5
O -6.461 1.152 -1.633 0.1 -0.1 0.9
O 1.514 8.275 -5.141 -0.5 -0.6 -0.4
H 0.722 8.156 -4.604 0.2 0.4 0.3
P -4.838 1.406 -1.557 -4.9 -2.6 -6.8
H -4.586 -1.693 -3.256 0.0 -0.1 0.0
C 3.964 -4.862 0.675 0.0 0.2 0.1
H 2.526 6.864 -3.099 0.1 -0.5 0.4
C 2.562 6.195 -3.959 -0.4 1.0 -0.8
H 4.820 -4.531 -1.284 0.0 0.1 0.0
H -0.473 -2.888 8.456 0.1 0.1 0.0
C -2.910 1.120 -3.352 0.0 0.0 -0.1
H -8.523 2.138 -3.231 0.0 0.0 0.0
O 3.203 -1.780 0.664 2.2 -0.2 0.4
C -7.870 2.825 -2.689 -0.1 -0.1 -0.2
C -2.015 0.189 -2.554 0.0 0.0 0.1
O 1.275 2.634 -3.283 -0.7 0.6 1.0
P 3.670 -1.993 -0.841 -4.5 0.1 -3.3
H -2.216 7.149 -1.437 -0.1 0.0 0.1
H -2.789 0.939 -4.420 -0.1 0.0 0.0
O -4.646 -0.116 -1.011 1.9 1.5 2.3
H -0.523 5.201 -4.670 0.0 -0.1 0.0
C -1.827 6.026 -3.227 0.3 -0.7 0.1
H 3.569 5.818 -4.122 0.0 -0.2 0.2
H 3.450 -0.665 3.892 0.1 0.0 0.0
H 3.809 0.287 -2.400 0.1 -0.2 0.0
H 3.329 -5.464 -1.288 -0.1 0.1 0.0
B 2.168 7.060 -5.253 0.2 0.0 0.2
H -0.968 4.033 -3.439 0.2 0.0 0.5
H 4.283 -5.257 8.999 0.0 -0.1 -0.1
H 2.922 -1.614 -3.990 0.2 0.1 0.1
H 4.083 -0.850 5.535 0.0 0.0 0.0
O 1.069 -3.390 7.240 -0.2 -0.6 -0.2
H 0.633 -2.489 -0.400 0.0 0.0 0.0
H -5.031 -2.079 -0.812 0.2 0.2 0.1
C -0.288 -3.599 7.652 -0.3 0.0 0.1
H 2.983 -4.875 1.150 0.0 -0.1 0.0
H 1.416 -0.715 -4.010 0.0 0.0 0.0
C 1.857 -1.470 1.068 -0.7 0.3 0.6
H 4.164 -5.487 6.518 -0.1 0.2 -0.1
C 3.403 -4.915 8.452 -0.2 0.3 0.0
C 3.504 -2.703 4.610 0.0 0.4 -0.1
C -5.482 -1.240 -1.343 -0.4 -0.7 0.3
H 2.969 -3.040 3.723 -0.1 0.0 0.1
H -2.069 0.423 -1.487 0.1 0.0 0.0
O -4.291 0.913 -3.051 0.6 0.2 0.3
H -0.140 -2.214 1.160 0.1 0.0 0.1
O 3.084 -3.431 5.764 -0.1 -0.4 0.1
O 0.549 5.435 -2.956 -0.2 -0.1 -0.2
C -2.079 6.106 -1.722 0.3 0.6 -0.3
C -5.573 -1.589 -2.810 0.0 0.3 -0.2
H -6.991 2.944 -0.718 0.1 0.0 -0.1
H 3.507 -3.845 8.286 0.0 0.0 0.0
H 0.178 -5.294 8.906 0.0 0.0 0.1
O 0.880 -3.403 4.757 -1.3 -2.6 -0.6
```
Forces are in eV/Å.

Mulliken population analysis, charges in e, atoms 1 to 4:
1. N 0.201
2. O -0.499
3. H 0.328
4. H 0.150

=====

No. 4
Here is the ion C4H13N4 with charge +1 at a distorted geometry from OMol25. Energies are from the ωB97M-V functional and the def2-TZVPD basis.

Values from the calculation:
2S+1 = 1
Total charge = +1
ΔE to the lowest compared entry with this formula, charge and spin = 4.362 eV

The geometry in XYZ format:
```
21
Properties=species:S:1:pos:R:3:forces:R:3
H -2.559 -1.002 -1.277 2.6 0.6 0.1
C -0.092 0.859 1.115 -0.7 -0.5 1.6
C -1.552 -0.384 -1.221 -2.5 1.4 -2.1
N 0.858 -0.478 -0.711 -2.4 0.8 0.1
N -0.840 -0.438 0.961 0.3 -0.4 1.5
H -0.545 -1.954 -0.222 0.2 0.0 -0.7
N -1.037 1.961 1.133 0.0 0.8 0.6
H -1.238 2.414 2.069 0.6 -1.1 -1.5
H 2.843 -0.886 -0.717 -0.8 -0.6 0.4
H -0.763 2.696 0.497 -0.1 0.2 -0.1
H 0.425 0.894 2.076 0.1 -0.7 -0.1
H 1.957 -1.991 0.471 -0.2 0.6 -1.1
H 1.871 1.097 0.204 0.4 0.1 -0.1
C 1.886 -1.443 -0.522 1.6 0.3 0.8
H -0.693 -1.196 1.643 0.4 0.9 -0.2
H -1.108 -0.128 -2.263 -0.8 -0.8 1.9
H -1.968 0.562 -0.728 1.1 -1.2 -0.7
N -0.504 -0.936 -0.322 -0.1 -0.3 -0.1
H 0.408 1.592 -0.716 0.9 -0.5 -0.5
H 1.774 -2.050 -1.384 0.3 -1.5 -0.4
C 0.878 0.810 -0.086 -1.0 1.9 0.3
```
Forces are in eV/Å.

Mulliken population analysis, charges in e, atoms 1 to 4:
1. H 0.310
2. C -0.045
3. C -0.688
4. N -0.113

=====

Summary of E_tot in hartree
-591.9043, -1995.1307, -3828.0210, -378.8755
(order as listed above)
Summary of highest occupied orbital energy in eV
-2.37, -10.77, -9.73, -13.71
(order as listed above)